ORCA calculation (ωB97M-V/def2-TZVPD) on a 8-piece molecular cluster, C16H44Cl4O6S6 overall in a non-equilibrium geometry.

Bonds (Å) are listed after each position.
Geometry (Å):
1 C 1.966 4.861 0.546  S2 1.741, H5 1.091, H6 1.095, H7 1.087
2 S 0.609 5.659 -0.198  C1 1.741, O3 1.511, C4 1.744
3 O 0.100 4.718 -1.265  S2 1.511
4 C -0.526 5.533 1.119  S2 1.744, H8 1.096, H9 1.080, H10 1.088
5 H 1.708 3.843 0.840  C1 1.091
6 H 2.312 5.394 1.438  C1 1.095
7 H 2.781 4.842 -0.174  C1 1.087
8 H -0.079 6.084 1.955  C4 1.096
9 H -0.654 4.476 1.300  C4 1.080
10 H -1.430 6.008 0.741  C4 1.088
11 C -1.291 2.117 -3.377  S12 1.790, H15 1.093, H16 1.102, H17 1.088
12 S -1.833 0.495 -3.905  C11 1.790, O13 1.543, C14 1.752
13 O -3.065 0.820 -4.776  S12 1.543
14 C -0.563 0.115 -5.051  S12 1.752, H18 1.085, H19 1.096, H20 1.092
15 H -0.234 2.164 -3.102  C11 1.093
16 H -1.876 2.429 -2.497  C11 1.102
17 H -1.508 2.810 -4.188  C11 1.088
18 H -0.837 -0.817 -5.535  C14 1.085
19 H 0.359 -0.007 -4.472  C14 1.096
20 H -0.510 0.923 -5.784  C14 1.092
21 C -0.939 -2.794 -1.585  S22 1.766, H25 1.099, H26 1.096, H27 1.090
22 S -0.398 -4.136 -2.598  C21 1.766, O23 1.482, C24 1.755
23 O 0.137 -3.488 -3.820  S22 1.482
24 C 1.030 -4.550 -1.666  S22 1.755, H28 1.094, H29 1.090, H30 1.095
25 H -0.141 -2.039 -1.577  C21 1.099
26 H -1.227 -3.100 -0.572  C21 1.096
27 H -1.806 -2.319 -2.044  C21 1.090
28 H 1.750 -3.737 -1.799  C24 1.094
29 H 1.506 -5.466 -2.015  C24 1.090
30 H 0.823 -4.668 -0.597  C24 1.095
31 C -2.833 -4.002 3.550  S32 1.724, H35 1.095, H36 1.097, H37 1.089
32 S -1.831 -3.916 2.150  C31 1.724, O33 1.530, C34 1.743
33 O -1.419 -2.449 2.014  S32 1.530
34 C -0.437 -4.750 2.782  S32 1.743, H38 1.088, H39 1.086, H40 1.098
35 H -2.338 -3.522 4.402  C31 1.095
36 H -2.995 -5.068 3.751  C31 1.097
37 H -3.785 -3.519 3.335  C31 1.089
38 H 0.388 -4.592 2.091  C34 1.088
39 H -0.703 -5.802 2.805  C34 1.086
40 H -0.175 -4.394 3.787  C34 1.098
41 C 1.910 2.844 5.433  S42 1.717, H45 1.084, H46 1.093, H47 1.082
42 S 1.371 3.641 4.011  C41 1.717, O43 1.498, C44 1.752
43 O 1.567 2.670 2.888  S42 1.498
44 C -0.347 3.679 4.353  S42 1.752, H48 1.102, H49 1.097, H50 1.080
45 H 2.959 2.596 5.312  C41 1.084
46 H 1.338 1.917 5.529  C41 1.093
47 H 1.739 3.519 6.260  C41 1.082
48 H -0.532 4.191 5.310  C44 1.102
49 H -0.731 2.651 4.369  C44 1.097
50 H -0.936 4.176 3.597  C44 1.080
51 C 4.269 -1.330 -2.609  S52 1.711, H55 1.091, H56 1.088, H57 1.077
52 S 5.838 -1.513 -1.951  C51 1.711, O53 1.516, C54 1.750
53 O 6.469 -2.667 -2.705  S52 1.516
54 C 6.540 -0.067 -2.641  S52 1.750, H58 1.094, H59 1.081, H60 1.092
55 H 3.802 -0.457 -2.151  C51 1.091
56 H 3.691 -2.213 -2.345  C51 1.088
57 H 4.293 -1.235 -3.681  C51 1.077
58 H 5.989 0.803 -2.273  C54 1.094
59 H 6.517 -0.150 -3.718  C54 1.081
60 H 7.569 -0.032 -2.277  C54 1.092
61 Cl -5.914 -3.643 1.101  C62 1.773
62 C -5.334 -2.521 -0.143  Cl61 1.773, C63 1.563, H65 1.086, H66 1.081
63 C -4.508 -1.367 0.511  C62 1.563, Cl64 1.763, H67 1.097, H68 1.086
64 Cl -3.892 -0.395 -0.825  C63 1.763
65 H -6.170 -2.081 -0.679  C62 1.086
66 H -4.716 -3.033 -0.868  C62 1.081
67 H -3.630 -1.696 1.082  C63 1.097
68 H -5.140 -0.748 1.141  C63 1.086
69 Cl 1.019 0.593 -1.208  C70 1.792
70 C -0.426 0.413 -0.163  Cl69 1.792, C71 1.520, H73 1.085, H74 1.078
71 C -0.625 1.678 0.655  C70 1.520, Cl72 1.784, H75 1.097, H76 1.084
72 Cl -1.998 1.457 1.773  C71 1.784
73 H -0.226 -0.441 0.475  C70 1.085
74 H -1.256 0.205 -0.819  C70 1.078
75 H -0.795 2.535 -0.008  C71 1.097
76 H 0.258 1.865 1.255  C71 1.084

Output
spin multiplicity: 1
HOMO energy: -8.3 eV
largest force on an atom: 0.058 hartree/bohr
calculated total energy: -144687.2105 eV
energy above the lowest of the compared OMol25 structures with the same formula, charge and spin: 0.00 kJ/mol